<w>
Below is a molecular structure, C3H9N2O, with properties calculated with the ωB97M-V functional and the def2-TZVPD basis.

```
15
Properties=species:S:1:pos:R:3
N 1.5630 1.0906 -0.4872
C 0.2413 0.9171 -0.1571
C -0.6594 -0.0762 -1.5711
C -0.2522 -0.2262 0.4838
N -1.4191 -0.2909 1.1670
O 0.5608 -1.2678 0.5912
H 2.1474 0.4032 -0.0248
H 1.8843 2.0360 -0.3358
H 0.0404 -2.0670 0.7642
H -0.3858 1.7763 -0.3469
H -1.6581 -0.3967 -1.3172
H -0.0480 -0.9439 -1.7881
H -0.5155 0.7849 -2.2000
H -1.5131 -0.8104 2.0247
H -2.2833 0.1452 0.8910
```

net charge = +1
HOMO = -13.7 eV
orbital gap = 10.17 eV

Here are the natural (NBO) charges for atoms 1 to 2, given in e: atom 1 (N): -0.7804, atom 2 (C): 0.0024

=====

<x>
Below is a molecular structure, C3H9N2O, with properties calculated with the ωB97M-V functional and the def2-TZVPD basis.

```
15
Properties=species:S:1:pos:R:3
C 0.3123 0.9631 -0.0492
C -2.4780 0.3194 0.0901
C 1.5060 0.1909 -0.5604
N -1.2127 -0.2391 -0.0960
N 1.7887 -0.8497 0.5039
O -0.8288 -1.3662 0.1534
H 0.0713 1.9348 -0.5728
H -2.2848 1.1033 0.9777
H -3.1692 -0.4057 0.5353
H -2.8103 0.8206 -0.7511
H 2.3447 0.7603 -0.7163
H 1.3002 -0.3399 -1.5459
H 1.2377 -1.6343 0.2428
H 1.4009 -0.3859 1.3707
H 2.8220 -0.8717 0.4178
```

net charge = +1
HOMO (alpha / beta) = -13.1 / -12.6 eV
orbital gap (alpha / beta) = 8.27 / 7.07 eV

Here are the natural (NBO) charges for atoms 1 to 2, given in e: atom 1 (C): -0.2289, atom 2 (C): -0.4908

=====

Which is most stable? The ranking, best first, is <w>, <x>.

=====

<w>
Below is 2 unconnected molecules or ions with the total composition C3H9N2O, with properties calculated with the ωB97M-V functional and the def2-TZVPD basis.

```
15
Properties=species:S:1:pos:R:3
O 3.3045 0.8279 -2.5563
C 2.5475 0.5351 -1.6609
H 2.5144 -0.5208 -1.1851
H 1.6859 1.1940 -1.3745
C -1.9451 -1.0056 -0.4877
N 0.2328 0.7203 1.9465
C -0.6466 0.5923 0.9898
N -0.9613 -0.6678 0.5344
H -1.4357 -1.4278 -1.3377
H -2.5388 -0.1308 -0.7585
H -2.6312 -1.7359 -0.1002
H 0.8961 0.0022 2.1888
H 0.5465 1.6251 2.2976
H -1.2003 1.4136 0.5665
H -0.3689 -1.4218 0.9372
```

net charge = +1
HOMO = -13.3 eV
orbital gap = 8.98 eV

Here are the natural (NBO) charges for atoms 1 to 2, given in e: atom 1 (O): -0.4425, atom 2 (C): 0.2619

=====

<x>
Below is a gas-phase ion, C3H9N2O (charge +1), with properties calculated with the ωB97M-V functional and the def2-TZVPD basis.

```
15
Properties=species:S:1:pos:R:3
C -0.5150 -1.2039 0.6261
N 0.0090 -0.0019 0.0543
C -0.6088 0.3215 -1.3075
N 1.4147 -0.0478 -0.1619
C -0.0273 1.2268 0.9696
O -0.1672 2.2372 0.3782
H -0.3587 -2.1583 0.1237
H -0.1094 -1.4242 1.6950
H -1.5378 -1.0945 0.9024
H 0.0529 -0.1447 -2.0060
H -1.5024 -0.2281 -1.3785
H -0.5276 1.3669 -1.4298
H 1.6569 0.0253 -1.1443
H 1.9584 0.1876 0.6511
H 0.2624 0.9382 2.0274
```

net charge = +1
HOMO = -15.4 eV
structure (SMILES) = C[N+](C)(N)C=O
orbital gap = 10.94 eV

Here are the natural (NBO) charges for atoms 1 to 2, given in e: atom 1 (C): -0.4602, atom 2 (N): -0.1380

=====

<y>
Below is 2 unconnected molecules or ions with the total composition C3H9N2O, with properties calculated with the ωB97M-V functional and the def2-TZVPD basis.

```
15
Properties=species:S:1:pos:R:3
C -0.9283 0.4370 -1.6182
C -0.4892 -1.2289 0.8510
C 1.2654 0.2477 0.4982
N 1.9146 1.3089 0.9459
N -1.7157 -0.2458 -0.8193
O 0.2555 -0.1457 1.1860
H -0.6224 1.4873 -1.4167
H -0.4278 -0.1816 -2.4806
H -1.2984 -1.5619 1.3600
H 0.2346 -2.0212 0.3659
H 1.5571 -0.3484 -0.3415
H 1.5484 1.5674 1.8361
H 2.6318 1.8388 0.5070
H -1.9838 -0.0051 0.2175
H -1.9419 -1.1485 -1.0913
```

net charge = +1
HOMO (alpha / beta) = -10.9 / -11.3 eV
orbital gap (alpha / beta) = 6.99 / 7.72 eV

Here are the natural (NBO) charges for atoms 1 to 2, given in e: atom 1 (C): -0.1903, atom 2 (C): -0.2608

=====

Which is most stable? The ranking, best first, is <w>, <x>, <y>.

=====

<w>
Below is 3 unconnected molecules or ions with the total composition C3H12N3, with properties calculated with the ωB97M-V functional and the def2-TZVPD basis.

```
18
Properties=species:S:1:pos:R:3
C 3.2016 1.0585 -0.0735
C 0.6999 -2.1949 -0.0386
C 0.1014 -0.8745 0.0436
N -1.5651 2.1957 -0.0065
N -1.0624 -0.4095 0.0582
N -2.2773 -1.0677 -0.0735
H 2.9292 1.1171 0.9604
H 2.8152 1.7681 -0.7759
H 3.9114 0.3239 -0.3944
H -0.0322 -2.9901 -0.2185
H 1.2411 -2.4039 0.8856
H 1.4288 -2.2121 -0.8488
H -1.1582 2.5771 -0.8528
H -1.1819 2.7097 0.7797
H -1.2201 0.6891 0.0510
H -3.0301 -0.5951 0.4115
H -2.2379 -2.0577 0.1341
H -2.5633 2.3664 -0.0416
```

net charge = +1
HOMO (alpha / beta) = -12.0 / -14.1 eV
orbital gap (alpha / beta) = 6.60 / 10.98 eV

Here are the natural (NBO) charges for atoms 1 to 2, given in e: atom 1 (C): -0.4806, atom 2 (C): -0.7749

=====

<x>
Below is 2 unconnected molecules or ions with the total composition C3H12N3, with properties calculated with the ωB97M-V functional and the def2-TZVPD basis.

```
18
Properties=species:S:1:pos:R:3
C -1.4293 -0.4287 -0.3685
C -1.1443 1.7924 0.3538
C -0.3753 0.5660 -0.0039
N 0.9072 -2.2234 -0.2835
N 0.8617 0.3210 0.0285
N 1.8419 1.1287 0.2486
H -2.3568 0.0087 -0.4999
H -1.5153 -1.3177 0.2633
H -1.1037 -0.7445 -1.3147
H -0.4034 2.7110 0.3205
H -1.6066 1.8262 1.4291
H -2.0509 1.9895 -0.2208
H 1.7776 -2.8594 -0.3056
H 0.2527 -2.1359 -1.1249
H 1.1243 -0.7923 -0.0107
H 1.8647 2.0380 0.4671
H 2.7525 0.5405 0.3026
H 0.6031 -2.4200 0.7190
```

net charge = +1
HOMO = -13.5 eV
orbital gap = 10.38 eV

Here are the natural (NBO) charges for atoms 1 to 2, given in e: atom 1 (C): -0.6496, atom 2 (C): -0.6943

=====

<y>
Below is 2 unconnected molecules or ions with the total composition C3H12N3, with properties calculated with the ωB97M-V functional and the def2-TZVPD basis.

```
18
Properties=species:S:1:pos:R:3
C -1.8226 0.8112 -0.0351
C -1.4187 0.8153 -1.3038
N -0.2985 -0.0419 -1.7089
N -2.7855 1.6232 0.4881
H -1.3161 0.1498 0.6636
H -1.8453 1.4402 -2.0700
H 0.3311 0.4489 -2.3460
H 0.2698 -0.3205 -0.9045
H -0.5877 -0.9002 -2.1830
H -3.4765 1.9660 -0.1643
H -3.2252 1.2623 1.3245
C 2.0107 -0.7481 0.7857
N 3.0094 -1.5252 1.5135
H 1.0974 -0.5246 1.3571
H 1.7246 -1.3058 -0.1121
H 2.4475 0.1939 0.4588
H 3.3085 -0.9941 2.3237
H 2.5772 -2.3505 1.9125
```

net charge = +1
HOMO = -12.7 eV
orbital gap = 9.29 eV

Here are the natural (NBO) charges for atoms 1 to 2, given in e: atom 1 (C): 0.0680, atom 2 (C): -0.2300

=====

Which is most stable? The ranking, best first, is <y>, <x>, <w>.